{"formula": "C14H27CuNO6", "method": "ωB97M-V with the def2-TZVPD basis set", "species": ["Cu", "C", "C", "C", "N", "C", "C", "C", "C", "C", "H", "H", "H", "H", "H", "H", "H", "H", "H", "H", "H", "H", "H", "H", "H", "H", "H", "H", "C", "C", "O", "O", "H", "H", "H", "C", "C", "O", "O", "H", "H", "H", "C", "C", "O", "O", "H", "H", "H"], "xyz": [[-9.594, -2.548, -12.661], [-4.115, -2.707, -16.718], [-5.078, -2.347, -15.598], [-4.686, -2.671, -14.171], [-5.041, -4.106, -13.727], [-4.485, -5.012, -14.758], [-6.551, -4.206, -13.492], [-6.679, -3.908, -11.939], [-5.338, -4.261, -11.276], [-4.414, -4.501, -12.426], [-4.149, -1.949, -17.549], [-4.349, -3.737, -17.097], [-3.069, -2.779, -16.275], [-6.087, -2.663, -15.802], [-5.209, -1.265, -15.615], [-5.228, -1.986, -13.579], [-3.651, -2.488, -13.970], [-4.938, -4.802, -15.662], [-4.758, -5.997, -14.433], [-3.370, -4.964, -14.769], [-6.854, -5.276, -13.736], [-7.099, -3.479, -14.030], [-7.532, -4.582, -11.594], [-6.993, -2.900, -11.687], [-5.474, -5.152, -10.656], [-5.073, -3.368, -10.670], [-4.215, -5.609, -12.342], [-3.496, -4.042, -12.347], [-10.520, -3.166, -15.315], [-9.143, -2.530, -15.322], [-8.820, -2.013, -14.233], [-8.454, -2.587, -16.342], [-10.950, -3.190, -16.329], [-11.106, -2.480, -14.660], [-10.341, -4.224, -14.933], [-10.534, -2.948, -8.772], [-10.616, -3.406, -10.211], [-11.560, -3.980, -10.731], [-9.640, -2.965, -10.943], [-9.906, -3.658, -8.182], [-11.479, -2.938, -8.277], [-10.022, -1.985, -8.670], [-6.438, -9.046, -11.719], [-5.812, -7.812, -12.417], [-6.598, -7.134, -13.145], [-4.637, -7.546, -12.103], [-7.111, -9.585, -12.388], [-6.940, -8.840, -10.826], [-5.574, -9.647, -11.379]], "forces_ev_per_a": [[0.3, 0.1, -0.4], [1.0, -0.8, -0.1], [0.1, 0.8, -0.1], [-0.6, -1.0, -0.2], [0.4, 1.1, -0.4], [0.9, -0.9, 1.8], [0.4, -1.5, 1.8], [-1.7, -1.8, -0.7], [-1.3, 1.4, 0.4], [-0.5, -2.4, 0.7], [0.1, -0.9, 0.8], [0.4, 1.2, -0.1], [-1.0, 0.3, -0.8], [-0.5, -0.4, -0.1], [0.1, 0.2, 0.1], [-0.8, 0.4, 1.1], [0.8, -0.2, 0.0], [-0.6, 0.3, -1.8], [-0.2, -0.7, 0.1], [-0.9, 0.3, -0.1], [0.5, 1.4, 0.5], [-0.2, 0.7, -0.9], [1.1, 0.9, -0.2], [0.0, 0.2, -0.4], [0.4, 0.2, -0.1], [0.2, -0.8, -0.1], [-0.4, 0.8, -1.1], [2.1, 1.4, 0.1], [0.0, -0.3, 0.0], [-0.8, -1.1, -2.3], [1.2, 1.3, 1.3], [0.5, 0.2, 0.0], [0.2, -0.2, 0.4], [-0.1, -1.2, -0.3], [-0.8, 1.3, -0.2], [1.3, -0.9, 0.8], [-0.2, 1.1, -1.8], [-0.6, -0.6, 1.1], [0.5, -0.1, 2.0], [-0.3, 0.3, -0.5], [-0.8, 0.1, 0.1], [-0.2, -0.1, -0.3], [1.9, -0.8, -1.3], [-1.8, 0.3, 0.6], [0.8, -0.5, 0.1], [0.6, 0.2, -0.2], [0.2, 0.0, 0.1], [-1.1, 0.9, 1.3], [-0.5, -0.2, -0.4]], "lumo_ev": 2.648, "homo_energy_ev": -5.3, "energy_ha": -2696.40168, "charge": -1, "largest_force_ev_per_a": 2.67}



{"formula": "C31H29MoN8OSSi", "method": "ωB97M-V with the def2-TZVPD basis set", "species": ["Mo", "C", "C", "N", "C", "C", "N", "C", "C", "C", "C", "C", "N", "C", "C", "N", "C", "C", "N", "C", "C", "C", "N", "C", "C", "H", "H", "H", "H", "H", "H", "H", "H", "H", "H", "H", "H", "S", "C", "C", "C", "N", "C", "C", "C", "C", "C", "N", "C", "C", "H", "H", "H", "H", "H", "H", "H", "H", "C", "Si", "C", "C", "O", "H", "H", "H", "H", "H", "H", "H", "H", "H"], "xyz": [[-0.687, 0.894, 0.097], [3.315, 2.574, 0.711], [2.041, 2.302, 0.231], [1.282, 1.372, 0.825], [1.786, 0.704, 1.885], [3.062, 1.006, 2.338], [3.814, 1.931, 1.757], [0.897, -0.327, 2.447], [1.138, -1.071, 3.580], [0.186, -2.007, 4.012], [-0.986, -2.141, 3.251], [-1.164, -1.367, 2.128], [-0.231, -0.478, 1.727], [-2.331, -1.412, 1.229], [-3.409, -2.280, 1.339], [-4.411, -2.272, 0.470], [-4.364, -1.406, -0.534], [-3.302, -0.523, -0.678], [-2.298, -0.529, 0.208], [0.405, -2.813, 5.218], [-0.666, -3.184, 6.030], [-0.404, -3.938, 7.164], [0.814, -4.343, 7.507], [1.831, -3.995, 6.726], [1.685, -3.224, 5.581], [3.935, 3.326, 0.239], [1.624, 2.830, -0.616], [3.495, 0.489, 3.186], [2.036, -0.921, 4.162], [-1.731, -2.866, 3.549], [-3.469, -3.002, 2.144], [-5.182, -1.410, -1.243], [-3.253, 0.183, -1.497], [-1.680, -2.864, 5.825], [-1.213, -4.225, 7.825], [2.811, -4.347, 7.023], [2.555, -3.000, 4.976], [1.957, -2.331, -4.972], [1.253, -1.428, -3.707], [1.057, -2.080, -2.465], [0.504, -1.406, -1.422], [0.118, -0.098, -1.504], [0.308, 0.537, -2.699], [0.858, -0.077, -3.786], [2.027, -1.152, -6.304], [3.160, -0.371, -6.462], [3.173, 0.523, -7.529], [2.163, 0.647, -8.382], [1.096, -0.130, -8.229], [0.975, -1.059, -7.200], [1.342, -3.116, -2.338], [0.353, -1.896, -0.469], [-0.010, 1.568, -2.748], [0.982, 0.483, -4.703], [4.010, -0.455, -5.798], [4.035, 1.156, -7.702], [0.306, -0.016, -8.961], [0.101, -1.690, -7.122], [-3.201, 4.379, -1.030], [-1.841, 3.734, 0.009], [-0.507, 4.915, 0.469], [-2.404, 2.707, 1.502], [-1.057, 2.422, -0.846], [-3.766, 5.132, -0.473], [-3.902, 3.603, -1.340], [-2.804, 4.865, -1.923], [-0.940, 5.730, 1.057], [-0.050, 5.368, -0.413], [0.275, 4.464, 1.084], [-2.470, 3.284, 2.427], [-1.672, 1.912, 1.805], [-3.362, 2.207, 1.350]], "forces_ev_per_a": [[-0.4, 0.2, 0.1], [0.0, 0.0, 0.1], [-0.1, 0.0, 0.0], [-0.1, 0.1, 0.0], [0.0, 0.0, 0.0], [0.0, 0.0, 0.0], [0.0, 0.0, 0.0], [0.0, 0.0, 0.0], [0.0, 0.0, 0.0], [0.0, 0.0, 0.0], [0.0, 0.0, 0.0], [0.0, 0.0, 0.0], [0.0, 0.0, 0.0], [0.0, 0.0, 0.0], [0.0, 0.0, 0.0], [0.0, 0.0, 0.0], [0.0, -0.1, 0.1], [0.0, 0.1, 0.0], [0.0, 0.1, 0.0], [0.0, 0.0, 0.0], [0.0, 0.0, 0.0], [0.0, 0.0, 0.0], [0.0, 0.1, -0.1], [0.0, 0.0, 0.0], [0.0, 0.0, 0.0], [0.0, 0.0, 0.0], [0.0, 0.0, 0.0], [0.0, 0.0, 0.0], [0.0, 0.0, 0.0], [0.0, 0.0, 0.0], [0.0, 0.0, 0.0], [0.0, 0.0, 0.0], [0.0, 0.0, 0.0], [0.0, 0.0, 0.0], [0.0, 0.0, 0.0], [0.0, 0.0, 0.0], [0.0, 0.0, 0.0], [0.0, 0.0, 0.0], [0.1, 0.0, 0.0], [0.0, 0.0, 0.0], [0.0, 0.0, 0.0], [0.1, -0.1, -0.2], [0.0, 0.0, 0.1], [0.0, 0.0, 0.0], [0.0, -0.1, 0.0], [0.0, 0.1, -0.1], [0.0, -0.1, 0.1], [0.0, 0.1, -0.1], [0.1, 0.0, 0.0], [0.0, 0.0, -0.1], [0.0, 0.0, 0.0], [0.0, 0.0, 0.0], [0.0, 0.0, 0.0], [0.0, 0.0, 0.0], [0.0, 0.0, 0.0], [0.0, 0.0, 0.0], [0.0, 0.0, 0.0], [0.0, 0.0, 0.0], [0.0, 0.0, 0.0], [0.0, 0.0, 0.2], [0.0, 0.1, 0.0], [0.2, -0.2, -0.1], [0.2, -0.2, -0.1], [0.0, 0.0, 0.0], [0.0, 0.0, 0.0], [0.0, 0.0, 0.0], [0.0, 0.0, 0.0], [0.0, 0.0, 0.0], [0.0, 0.0, 0.0], [0.0, 0.1, 0.0], [0.0, 0.0, 0.2], [0.0, 0.0, 0.0]], "relative_energy_ev": 0.1319, "lumo_ev": [-10.391, -10.896], "homo_energy_ev": [-15.9, -15.9], "energy_ha": -2467.05317, "spin_multiplicity": 3, "charge": 3, "largest_force_ev_per_a": 0.40}